A cluster of 3 separate species, C4H9N in total, computed with ωB97M-V/def2-TZVPD.

Structure (XYZ):
```
14
Properties=species:S:1:pos:R:3:forces:R:3:nbo_charge:R:1
C 1.074484 0.156568 -1.297617 -0.0396 0.0259 -0.0197 -0.6419
C 1.026581 -0.231102 0.165297 0.1828 -0.1229 -0.1971 -0.0616
C 0.334524 0.626564 1.168407 0.0291 -0.1201 0.1970 -0.1727
N -0.244332 -0.535135 0.815218 -0.2176 0.1606 -0.0482 -0.2994
C -1.470841 -0.849366 0.416622 0.0903 -0.1391 0.1115 -0.2299
H 1.971567 0.754617 -1.490228 -0.1142 -0.0838 0.0481 0.2212
H 1.122903 -0.732838 -1.936149 0.0039 0.1149 0.0876 0.2085
H 0.202771 0.748175 -1.586278 0.1106 -0.0750 0.0830 0.2299
H 1.812323 -0.928487 0.470393 -0.0940 0.1104 -0.0492 0.1817
H -0.956083 1.391287 0.345198 -0.1266 -0.0820 -0.0946 0.0040
H 0.592716 0.993592 2.153377 -0.0400 -0.0175 -0.1342 0.2175
H -2.263822 -0.760261 1.152658 0.0863 0.0301 -0.1178 0.2026
H -1.627792 0.966212 -0.014482 0.0996 0.0860 0.0354 -0.0592
H -1.574997 -1.599826 -0.362416 0.0294 0.1126 0.0983 0.1992
```
Positions in Å, forces in eV/Å.

Summary:
E_tot	-212.3688	hartree
M	71.123	g mol⁻¹
charge	0
frontier orbital gap	0.3347	Eh
relative energy (zero: lowest compared OMol25 entry of this formula, charge and spin)	478.8	kJ/mol

A cluster of 2 separate species, C4H9N2 in total at a distorted geometry, computed with ωB97M-V/def2-TZVPD.

Structure (XYZ):
```
15
Properties=species:S:1:pos:R:3:forces:R:3:nbo_charge:R:1
C -0.368641 0.365602 1.486127 -2.3900 1.8626 0.4863 -0.4439
C -1.116508 -0.389573 -1.590331 0.2374 -0.3199 -1.4153 -0.0184
C -0.023671 -0.501387 2.302030 0.1627 -0.6578 0.1321 0.4797
C 0.747212 0.990097 -2.206279 -1.8482 2.4158 -4.1464 -0.4445
N 0.548919 -1.261797 3.093279 0.8432 -0.7225 1.4090 -0.6561
N -0.173188 0.413372 -1.335090 -0.8437 -1.5201 1.6948 -0.4602
H -1.232317 1.007873 1.725934 0.6731 0.0643 0.0309 0.3083
H 0.040074 0.452497 0.510187 0.3475 -0.1700 -2.0882 0.3371
H -1.491743 -0.987217 -0.713485 -0.3426 0.7869 -1.0475 0.1730
H -1.486299 -0.609427 -2.685608 0.6384 0.1656 2.1097 0.1841
H 1.017989 0.357707 -3.057863 -0.1650 -0.2198 0.0913 0.2102
H 0.309410 1.972864 -2.751250 0.9540 -1.9570 1.4485 0.2241
H 1.628605 1.237244 -1.718624 1.5165 0.6890 1.0245 0.2080
H 0.175129 -2.117384 3.477300 -0.0689 -0.4185 -0.3758 0.4544
H 1.425029 -0.930471 3.463675 0.2856 0.0015 0.6462 0.4443
```
Positions in Å, forces in eV/Å.

Summary:
E_tot	-266.9408	hartree
M	85.130	g mol⁻¹
charge	+1
frontier orbital gap	0.3150	Eh
relative energy (zero: lowest compared OMol25 entry of this formula, charge and spin)	416.1	kJ/mol

A cluster of 2 separate species, C4H9N2 in total at a distorted geometry, computed with ωB97M-V/def2-TZVPD.

Structure (XYZ):
```
15
Properties=species:S:1:pos:R:3:forces:R:3:nbo_charge:R:1
C 2.239332 1.067606 -0.580350 -0.9624 -0.1765 0.5810 -0.1278
C -1.251511 -1.575901 -0.035097 0.4401 -0.9727 1.3276 -0.2612
C 0.108496 -1.949816 0.637921 1.1743 0.3543 -2.1716 -0.2109
C -0.640662 1.691864 0.065507 -2.3628 2.0737 -4.1024 -0.4881
N -0.256517 -0.606490 0.373035 -1.0774 1.6429 -1.7263 -0.0336
N 0.135161 0.575132 0.282490 4.0655 -1.5142 1.5529 0.0174
H 2.700562 0.035172 -0.609084 -0.0825 1.4628 0.4300 0.1496
H 2.628202 1.980466 0.000329 -0.3182 -1.7707 -0.6293 0.1739
H -1.495694 -1.975892 -1.016673 0.5541 0.8775 -0.3198 0.2682
H -2.094799 -1.576644 0.635113 -0.2126 -0.1226 0.1751 0.2438
H 0.141524 -2.204105 1.658711 -0.0202 -0.4063 1.1163 0.2485
H 0.991900 -2.288443 0.002105 -1.4995 0.1359 0.7952 0.2501
H -0.112480 2.683142 0.023890 0.0452 -1.4274 0.5735 0.2655
H -1.484823 1.726777 0.732515 -0.3251 -0.0766 0.4513 0.2565
H -1.104581 1.652269 -1.025351 0.5814 -0.0801 1.9465 0.2483
```
Positions in Å, forces in eV/Å.

Summary:
E_tot	-266.7484	hartree
M	85.130	g mol⁻¹
charge	+1
frontier orbital gap (alpha / beta)	0.3015 / 0.2603	Eh
relative energy (zero: lowest compared OMol25 entry of this formula, charge and spin)	921.2	kJ/mol

The ion C4H9N2 with charge +1 at a distorted geometry, computed with ωB97M-V/def2-TZVPD.

Structure (XYZ):
```
15
Properties=species:S:1:pos:R:3:forces:R:3:nbo_charge:R:1
C -1.097240 -1.321462 0.018693 0.5948 1.4968 -0.5241 -0.6797
C -0.525794 0.058050 0.177532 5.3416 1.0889 0.9962 0.4871
C -1.386199 1.259973 0.165925 -1.9752 -0.2491 1.9423 -0.7223
N 0.772285 0.260635 0.472878 -7.4919 0.3180 -1.4809 -0.4063
C 1.942294 -0.119055 0.503502 3.1686 -1.2456 -0.8009 0.3784
N 2.711488 -0.078511 -0.620188 1.0479 -1.1961 1.8808 -0.7490
H -0.429561 -2.172186 0.038296 0.2970 0.1959 -0.0968 0.2551
H -1.572258 -1.156974 -0.934294 -0.5956 -0.8101 -0.6289 0.2613
H -1.860218 -1.421382 0.756762 -0.7106 -0.1942 0.5258 0.2666
H -1.160872 1.922949 1.022392 0.2974 -0.3437 -0.4849 0.2735
H -2.335010 0.788738 0.440406 -0.4603 0.5125 0.0118 0.2408
H -1.670211 1.918953 -0.654399 0.8944 -0.5551 -0.6602 0.2964
H 2.243160 -0.458055 1.498738 1.0906 0.0275 -0.4676 0.2376
H 3.638769 -0.548899 -0.705537 -1.2895 0.8149 0.3874 0.4424
H 2.308191 0.324842 -1.434547 -0.2092 0.1394 -0.6001 0.4180
```
Positions in Å, forces in eV/Å.

Summary:
E_tot	-267.0363	hartree
M	85.130	g mol⁻¹
charge	+1
frontier orbital gap	0.3953	Eh
SMILES	CC(C)=NC=[NH2+]
relative energy (zero: lowest compared OMol25 entry of this formula, charge and spin)	165.4	kJ/mol

The ion C4H9N2 with charge +1 at a distorted geometry, computed with ωB97M-V/def2-TZVPD.

Structure (XYZ):
```
15
Properties=species:S:1:pos:R:3:forces:R:3:nbo_charge:R:1
C 0.784244 -2.089537 -0.808223 -1.3697 1.9294 -0.1528 0.0545
N -0.052287 -1.120488 -0.918398 -0.1942 -1.8923 0.5962 -0.0874
C -1.357803 -0.544593 -1.088464 -0.9978 0.0561 -2.0658 -0.0541
N -0.126163 0.245379 -0.902023 -0.1314 -1.3784 -1.6386 -0.1655
C 0.200527 0.981763 0.297025 1.6269 1.6228 1.0867 -0.2614
C 0.592657 0.270922 1.636049 -1.4966 0.3482 1.3717 -0.6685
H 1.776386 -1.771504 -0.806568 1.7189 0.3330 0.3727 0.2258
H 0.562374 -3.126389 -0.720119 -0.7940 -0.5062 -0.3134 0.2512
H -1.714612 -0.617317 -2.216312 0.6941 0.3709 2.5514 0.2551
H -2.183118 -0.563349 -0.333637 1.1915 -0.3887 -0.3085 0.2533
H -0.719490 1.534803 0.408759 -0.0127 0.6241 0.4260 0.2336
H 1.012522 1.689129 -0.049696 -0.9723 -0.6612 0.6528 0.2440
H 0.533841 -0.825938 1.539820 -0.0651 0.4295 0.3175 0.2067
H 1.550918 0.519882 2.117703 0.0454 0.0215 -1.0905 0.2581
H -0.109593 0.620626 2.501717 0.7570 -0.9085 -1.8053 0.2545
```
Positions in Å, forces in eV/Å.

Summary:
E_tot	-266.9191	hartree
M	85.130	g mol⁻¹
charge	+1
frontier orbital gap	0.3608	Eh
SMILES	C=[N+]1CN1CC
relative energy (zero: lowest compared OMol25 entry of this formula, charge and spin)	473.0	kJ/mol

The ion C4H9N2 with charge +1 at a distorted geometry, computed with ωB97M-V/def2-TZVPD.

Structure (XYZ):
```
15
Properties=species:S:1:pos:R:3:forces:R:3:nbo_charge:R:1
C 2.472031 -0.728614 -0.155930 -2.6863 2.7719 0.7571 0.0152
N 1.210998 -0.505081 0.072187 2.2974 -2.7270 -0.9385 -0.4725
C 0.698303 0.760004 0.335057 -3.2026 0.4357 0.0580 -0.2025
C -0.756757 0.880290 -0.394777 3.7740 4.9866 -2.1778 -0.2772
N -1.552027 0.018289 0.295792 -0.9942 -0.2579 0.9202 -0.3902
C -2.003625 -1.082721 -0.086600 -1.0050 -2.9306 0.7874 0.1340
H 2.909733 -1.665537 -0.406630 -0.1770 -0.7885 -0.0202 0.2072
H 3.093957 0.160983 -0.096201 0.6800 -0.1763 -0.1352 0.1571
H 1.199503 1.650067 -0.033604 0.6800 0.1259 0.6998 0.2184
H 0.246614 0.728277 1.369620 1.8258 0.8263 -0.2721 0.1798
H -1.036978 2.017710 -0.318530 0.0140 -2.2436 0.4671 0.2535
H -0.567313 0.806880 -1.482852 -0.8036 -1.0656 0.5688 0.2588
H -1.519784 0.251809 1.297925 -0.7246 -0.4536 -0.2920 0.4415
H -2.428729 -1.751517 0.681189 0.0799 0.5396 -0.3455 0.2294
H -1.965925 -1.540843 -1.076653 0.2421 0.9572 -0.0771 0.2475
```
Positions in Å, forces in eV/Å.

Summary:
E_tot	-266.9768	hartree
M	85.130	g mol⁻¹
charge	+1
frontier orbital gap	0.3309	Eh
SMILES	C=NCC[NH+]=C
relative energy (zero: lowest compared OMol25 entry of this formula, charge and spin)	321.5	kJ/mol

> Which value of relative energy (zero: lowest compared OMol25 entry of this formula, charge and spin) does entry 5 give?

473.0 kJ/mol